Arrangement one

Entry from OMol25: a cluster of 2 separate species, C4H13NOS in total (ωB97M-V with the def2-TZVPD basis set).

Each atom is followed by the atoms it is bonded to, with distances in Å.
Atoms and positions in Å:
1 N 2.26 0.60 -0.13  C2 1.463, H7 1.086, H8 1.015
2 C 1.47 0.47 1.09  N1 1.463, C3 1.556, H9 1.161, H10 1.220
3 C 0.16 1.30 1.06  C2 1.556, C4 1.540, H11 1.132, H12 1.158
4 C -0.54 1.18 -0.31  C3 1.540, C5 1.610, H13 1.103, H14 1.108
5 C -1.21 -0.28 -0.31  C4 1.610, S6 1.986, H15 1.117, H16 1.097
6 S -2.86 -0.51 0.78  C5 1.986, H17 1.352
7 H 3.29 0.37 0.09  N1 1.086
8 H 2.28 1.47 -0.65  N1 1.015
9 H 1.32 -0.67 1.22  C2 1.161
10 H 2.04 0.85 2.10  C2 1.220
11 H -0.61 1.02 1.84  C3 1.132
12 H 0.41 2.43 1.19  C3 1.158
13 H 0.19 1.32 -1.12  C4 1.103
14 H -1.35 1.90 -0.54  C4 1.108
15 H -0.77 -1.26 0.00  C5 1.117
16 H -1.53 -0.42 -1.35  C5 1.097
17 H -2.28 -0.33 1.99  S6 1.352
18 O 2.84 -1.78 -2.54  H19 0.986, H20 0.990
19 H 2.60 -2.46 -1.87  O18 0.986
20 H 2.32 -2.12 -3.31  O18 0.990

Calculated values
SMILES ... NCCCCS.O
HOMO ... -8.990 eV
HOMO-LUMO gap ... 9.7238 eV
Lowest unoccupied orbital energy ... 0.7 eV

Mulliken population analysis, charges in e, atoms 1 to 8: -0.471, -0.347, -0.523, -0.435, -0.816, -0.185, 0.221, 0.178



Arrangement two

Entry from OMol25: a cluster of 2 separate species, C4H13NOS in total (ωB97M-V with the def2-TZVPD basis set).

Each atom is followed by the atoms it is bonded to, with distances in Å.
Atoms and positions in Å:
1 C -0.49 3.20 -0.95  S2 1.820, H7 1.081, H8 1.089, H9 1.092
2 S 0.93 2.26 -0.32  C1 1.820, C3 1.901
3 C 0.09 0.60 0.09  S2 1.901, C4 1.498, H10 1.090, H11 1.089
4 C 0.63 -0.63 -0.56  C3 1.498, C5 1.557, H12 1.091, H13 1.094
5 C -0.53 -1.53 -1.08  C4 1.557, N6 1.458, H14 1.096, H15 1.088
6 N -1.08 -2.40 -0.05  C5 1.458, H16 1.017, H17 1.014
7 H -1.40 2.76 -0.58  C1 1.081
8 H -0.38 4.25 -0.69  C1 1.089
9 H -0.57 3.19 -2.04  C1 1.092
10 H 0.10 0.63 1.18  C3 1.090
11 H -0.94 0.90 -0.09  C3 1.089
12 H 1.29 -0.38 -1.40  C4 1.091
13 H 1.31 -1.16 0.12  C4 1.094
14 H -0.07 -1.97 -1.97  C5 1.096
15 H -1.32 -0.86 -1.40  C5 1.088
16 H -0.38 -2.69 0.64  N6 1.017
17 H -1.33 -3.28 -0.49  N6 1.014
18 O 1.15 -1.15 2.85  H19 0.969, H20 0.979
19 H 1.04 -1.15 3.81  O18 0.969
20 H 1.95 -0.59 2.91  O18 0.979

Calculated values
SMILES ... CSCCCN.O
HOMO ... -8.224 eV
HOMO-LUMO gap ... 8.7856 eV
Lowest unoccupied orbital energy ... 0.6 eV

Mulliken population analysis, charges in e, atoms 1 to 8: -0.791, -0.113, -0.698, -0.417, -0.581, -0.564, 0.274, 0.312



List of relative energies, unit kcal/mol: arrangement one 16.2; arrangement two 0.0



Arrangement one

Entry from OMol25: a cluster of 2 separate species, C4H13NOS in total (ωB97M-V with the def2-TZVPD basis set).

Each atom is followed by the atoms it is bonded to, with distances in Å.
Atoms and positions in Å:
1 C 1.71 -0.85 -0.70  N2 1.443, H7 1.101, H8 1.094, H9 1.093
2 N 0.77 0.10 -0.15  C1 1.443, C3 1.458, H10 1.010
3 C -0.21 -0.46 0.77  N2 1.458, C4 1.531, C5 1.535, H11 1.086
4 C 0.27 -0.47 2.22  C3 1.531, H12 1.094, H13 1.085, H14 1.081
5 C -1.52 0.32 0.63  C3 1.535, S6 1.822, H15 1.083, H16 1.095
6 S -3.02 -0.72 0.64  C5 1.822, H17 1.335
7 H 2.15 -1.54 0.04  C1 1.101
8 H 2.53 -0.30 -1.17  C1 1.094
9 H 1.22 -1.44 -1.48  C1 1.093
10 H 1.26 0.89 0.26  N2 1.010
11 H -0.39 -1.46 0.36  C3 1.086
12 H -0.57 -0.69 2.89  C4 1.094
13 H 0.60 0.53 2.47  C4 1.085
14 H 1.05 -1.20 2.39  C4 1.081
15 H -1.43 0.91 -0.27  C5 1.083
16 H -1.70 0.97 1.50  C5 1.095
17 H -2.51 -1.81 0.07  S6 1.335
18 O 0.06 2.15 -3.22  H19 0.975, H20 0.962
19 H -0.86 2.44 -3.39  O18 0.975
20 H 0.58 2.64 -3.87  O18 0.962

Calculated values
SMILES ... CN[C@@H](C)CS.O
HOMO ... -8.568 eV
HOMO-LUMO gap ... 9.3843 eV
Lowest unoccupied orbital energy ... 0.8 eV

Mulliken population analysis, charges in e, atoms 1 to 8: -0.988, -0.326, 0.178, -1.404, -0.715, -0.223, 0.316, 0.347



Arrangement two

Entry from OMol25: a cluster of 2 separate species, C4H13NOS in total (ωB97M-V with the def2-TZVPD basis set).

Each atom is followed by the atoms it is bonded to, with distances in Å.
Atoms and positions in Å:
1 N -0.61 1.89 -0.20  C2 1.478, H7 1.001, H8 0.999
2 C -1.25 0.57 -0.03  N1 1.478, C3 1.550, H9 1.085, H10 1.119
3 C -0.53 -0.50 -0.89  C2 1.550, C4 1.522, H11 1.113, H12 1.097
4 C 0.55 -1.25 -0.12  C3 1.522, C5 1.509, H13 1.140, H14 1.082
5 C 0.30 -2.73 -0.29  C4 1.509, S6 1.922, H15 1.098, H16 1.080
6 S 0.85 -3.25 -2.05  C5 1.922, H17 1.312
7 H 0.14 1.83 -0.86  N1 1.001
8 H -0.58 2.41 0.64  N1 0.999
9 H -1.13 0.30 1.02  C2 1.085
10 H -2.37 0.61 -0.14  C2 1.119
11 H -1.35 -1.01 -1.45  C3 1.113
12 H -0.21 0.21 -1.67  C3 1.097
13 H 0.41 -1.03 0.99  C4 1.140
14 H 1.56 -0.91 -0.30  C4 1.082
15 H -0.76 -3.02 -0.21  C5 1.098
16 H 0.71 -3.39 0.45  C5 1.080
17 H 1.90 -3.98 -1.76  S6 1.312
18 O 1.10 4.40 2.12  H19 0.954, H20 0.958
19 H 0.99 4.75 3.00  O18 0.954
20 H 0.27 4.11 1.74  O18 0.958

Calculated values
SMILES ... NCCCCS.O
HOMO ... -8.921 eV
HOMO-LUMO gap ... 9.7142 eV
Lowest unoccupied orbital energy ... 0.8 eV

Mulliken population analysis, charges in e, atoms 1 to 8: -0.509, -0.239, -0.731, -0.466, -0.869, -0.235, 0.192, 0.159



List of relative energies, unit kcal/mol: arrangement one 0.0; arrangement two 17.9



Arrangement one

Entry from OMol25: a cluster of 2 separate species, C4H13NOS in total (ωB97M-V with the def2-TZVPD basis set).

Each atom is followed by the atoms it is bonded to, with distances in Å.
Atoms and positions in Å:
1 C 2.52 0.56 0.05  C2 1.526, H7 1.096, H8 1.087, H9 1.086
2 C 1.17 1.23 0.30  C1 1.526, N3 1.445, H10 1.096, H11 1.097
3 N 0.13 0.24 0.48  C2 1.445, C4 1.429, H12 1.010
4 C -1.23 0.64 0.29  N3 1.429, C5 1.546, H13 1.098, H14 1.101
5 C -1.85 0.36 -1.09  C4 1.546, S6 1.816, H15 1.090, H16 1.084
6 S -2.83 -1.17 -1.17  C5 1.816, H17 1.331
7 H 2.37 -0.17 -0.75  C1 1.096
8 H 2.91 0.08 0.94  C1 1.087
9 H 3.20 1.32 -0.34  C1 1.086
10 H 1.24 1.86 1.19  C2 1.096
11 H 0.93 1.88 -0.55  C2 1.097
12 H 0.35 -0.69 0.14  N3 1.010
13 H -1.94 0.33 1.06  C4 1.098
14 H -1.21 1.74 0.40  C4 1.101
15 H -1.04 0.27 -1.81  C5 1.090
16 H -2.46 1.21 -1.35  C5 1.084
17 H -2.22 -1.67 -2.23  S6 1.331
18 O -0.28 -2.59 1.20  H19 0.968, H20 0.962
19 H -0.15 -2.14 2.05  O18 0.968
20 H 0.40 -3.27 1.19  O18 0.962

Calculated values
SMILES ... CCNCCS.O
HOMO ... -8.181 eV
HOMO-LUMO gap ... 8.9767 eV
Lowest unoccupied orbital energy ... 0.8 eV

Mulliken population analysis, charges in e, atoms 1 to 8: -1.278, -0.311, -0.169, -0.850, -0.617, -0.210, 0.362, 0.279



Arrangement two

Entry from OMol25: a cluster of 2 separate species, C4H13NOS in total (ωB97M-V with the def2-TZVPD basis set).

Each atom is followed by the atoms it is bonded to, with distances in Å.
Atoms and positions in Å:
1 C 1.67 0.86 0.83  C2 1.491, H7 1.096, H8 1.100, H9 1.091
2 C 1.34 -0.59 0.72  C1 1.491, N3 1.457, H10 1.100, H11 1.093
3 N 0.08 -0.94 0.06  C2 1.457, C4 1.481, H12 1.013
4 C -1.18 -0.82 0.83  N3 1.481, C5 1.534, H13 1.088, H14 1.077
5 C -1.90 0.53 0.74  C4 1.534, S6 1.824, H15 1.095, H16 1.092
6 S -2.32 1.05 -0.95  C5 1.824, H17 1.351
7 H 2.05 1.26 -0.12  C1 1.096
8 H 2.58 1.07 1.41  C1 1.100
9 H 0.85 1.53 1.06  C1 1.091
10 H 2.11 -1.05 0.09  C2 1.100
11 H 1.39 -1.22 1.62  C2 1.093
12 H -0.08 -0.59 -0.87  N3 1.013
13 H -1.78 -1.63 0.41  C4 1.088
14 H -0.91 -1.06 1.85  C4 1.077
15 H -1.37 1.27 1.35  C5 1.095
16 H -2.93 0.55 1.11  C5 1.092
17 H -1.78 0.04 -1.67  S6 1.351
18 O 0.75 0.04 -2.55  H19 0.952, H20 0.980
19 H 0.76 -0.91 -2.60  O18 0.952
20 H 0.67 0.63 -3.32  O18 0.980

Calculated values
SMILES ... CCNCCS.O
HOMO ... -8.406 eV
HOMO-LUMO gap ... 8.9755 eV
Lowest unoccupied orbital energy ... 0.6 eV

Mulliken population analysis, charges in e, atoms 1 to 8: -0.835, -0.582, -0.089, -0.892, -0.429, -0.201, 0.234, 0.351



List of relative energies, unit kcal/mol: arrangement one 0.0; arrangement two 13.6



Arrangement one

Entry from OMol25: the ion C2H5O3S with charge -1 (ωB97M-V with the def2-TZVPD basis set).

Each atom is followed by the atoms it is bonded to, with distances in Å.
Atoms and positions in Å:
1 C -1.57 -0.75 -0.97  S2 1.632, H7 1.109, H8 1.152
2 S -0.89 -0.06 0.34  C1 1.632, O3 2.036, O4 1.449, O5 1.652
3 O -0.39 1.91 0.30  S2 2.036
4 O -1.48 -0.31 1.64  S2 1.449
5 O 0.57 -0.83 0.25  S2 1.652, C6 1.456
6 C 1.68 0.10 0.28  O5 1.456, H9 1.129, H10 1.106, H11 1.073
7 H -0.80 -0.37 -1.67  C1 1.109
8 H -2.69 -0.52 -1.14  C1 1.152
9 H 2.28 -0.08 -0.67  C6 1.129
10 H 2.05 -0.17 1.29  C6 1.106
11 H 1.25 1.08 0.36  C6 1.073

Calculated values
SMILES ... C=[S@@](=O)([O-])OC
HOMO (spin up / spin down) ... -3.693 / -3.692 eV
Charge ... -1
HOMO-LUMO gap (spin up / spin down) ... 7.8311 / 7.8306 eV
Lowest unoccupied orbital energy (spin up / spin down) ... 4.1 / 4.1 eV

Mulliken population analysis, charges in e, atoms 1 to 8: -0.702, 0.777, -0.861, -0.601, -0.255, -0.570, 0.226, 0.217



Arrangement two

Entry from OMol25: a cluster of 2 separate species, C2H5O3S in total (ωB97M-V with the def2-TZVPD basis set).

Each atom is followed by the atoms it is bonded to, with distances in Å.
Atoms and positions in Å:
1 C -0.87 1.36 1.78  H7 1.108, H8 1.114
2 C -0.30 -1.48 -0.77  O5 1.384, H9 1.098, H10 1.094, H11 1.099
3 O 0.57 2.11 -1.40  S6 1.460
4 O 1.86 0.37 -0.21  S6 1.472
5 O -0.32 -0.26 -1.41  C2 1.384, S6 1.769
6 S 0.55 0.97 -0.48  O3 1.460, O4 1.472, O5 1.769
7 H -0.07 2.04 2.12  C1 1.108
8 H -0.54 0.36 2.14  C1 1.114
9 H 0.73 -1.84 -0.64  C2 1.098
10 H -0.85 -2.21 -1.37  C2 1.094
11 H -0.77 -1.42 0.22  C2 1.099

Calculated values
HOMO (spin up / spin down) ... -4.327 / -4.327 eV
Charge ... -1
HOMO-LUMO gap (spin up / spin down) ... 8.1983 / 8.1988 eV
Lowest unoccupied orbital energy (spin up / spin down) ... 3.9 / 3.9 eV

Mulliken population analysis, charges in e, atoms 1 to 8: -0.501, -0.570, -0.608, -0.593, -0.347, 0.612, 0.165, 0.129



List of relative energies, unit kcal/mol: arrangement one 31.5; arrangement two 0.0